Record 1
The following is a quantum chemistry calculation of C18H17N3O3 in the gas phase in a non-equilibrium geometry, from OMol25.

Results
* SMILES: COc1ccc(/C=C(\C#N)C(=O)NCc2cccnc2)cc1OC
* orbital gap: 7.70 eV
* LUMO energy: -0.6 eV

Each line ends with the Löwdin charge.
Element x y z (Å)
C1 5.216 -4.403 1.346  -0.064
O1 4.421 -4.352 0.181  -0.053
C2 3.347 -3.539 0.075  -0.185
C3 2.684 -3.631 -1.151  0.010
C4 1.571 -2.878 -1.436  -0.023
C5 1.065 -1.982 -0.487  -0.201
C6 -0.098 -1.213 -0.817  0.055
C7 -0.778 -0.288 -0.092  -0.126
C8 -0.464 0.140 1.205  -0.214
N1 -0.273 0.548 2.265  0.181
C9 -1.977 0.341 -0.738  -0.464
O2 -2.311 0.067 -1.874  0.055
N2 -2.657 1.209 0.045  0.083
C10 -3.804 1.947 -0.443  -0.123
C11 -3.435 3.369 -0.771  -0.190
C12 -2.572 3.647 -1.826  -0.016
C13 -2.228 4.962 -2.085  -0.055
C14 -2.761 5.953 -1.273  -0.155
N3 -3.581 5.701 -0.268  0.057
C15 -3.904 4.444 -0.025  -0.112
C16 1.726 -1.887 0.744  0.051
C17 2.847 -2.638 1.044  -0.174
O3 3.498 -2.550 2.245  -0.112
C18 3.009 -1.656 3.218  -0.067
H1 5.988 -5.140 1.127  0.095
H2 4.639 -4.726 2.214  0.097
H3 5.681 -3.439 1.559  0.097
H4 3.085 -4.325 -1.873  0.123
H5 1.085 -2.976 -2.395  0.117
H6 -0.514 -1.390 -1.804  0.129
H7 -2.294 1.455 0.953  0.126
H8 -4.142 1.430 -1.346  0.129
H9 -4.595 1.921 0.312  0.125
H10 -2.186 2.839 -2.431  0.116
H11 -1.563 5.213 -2.897  0.101
H12 -2.525 6.997 -1.432  0.102
H13 -4.579 4.289 0.808  0.111
H14 1.341 -1.201 1.478  0.073
H15 3.681 -1.762 4.068  0.097
H16 3.031 -0.621 2.865  0.101
H17 1.991 -1.912 3.527  0.101


Record 2
The following is a quantum chemistry calculation of a molecular structure, C18H17N4OPd, from OMol25.

Results
* orbital gap (alpha / beta): 5.73 / 5.73 eV
* LUMO energy (alpha / beta): -4.7 / -4.7 eV
* total charge: +1

Each line ends with the Löwdin charge.
Element x y z (Å)
Pd1 -0.358 -0.365 0.595  1.040
C1 1.308 -2.872 -3.844  -0.073
C2 1.018 -3.342 -2.571  -0.070
C3 1.039 -2.473 -1.491  -0.045
C4 1.339 -1.126 -1.681  -0.288
C5 1.614 -0.649 -2.962  -0.033
C6 1.608 -1.528 -4.032  -0.066
N1 1.246 -0.280 -0.558  -0.058
C7 2.021 0.771 -0.267  -0.209
C8 3.265 1.106 -0.887  -0.008
C9 3.957 2.197 -0.461  -0.039
C10 3.494 3.056 0.583  -0.063
C11 2.327 2.767 1.215  -0.006
C12 1.595 1.620 0.801  -0.191
N2 0.422 1.227 1.377  -0.097
N3 -0.212 1.890 2.251  0.117
C13 -1.379 1.244 2.672  -0.294
C14 -2.137 1.813 3.684  0.018
C15 -3.269 1.144 4.116  -0.024
C16 -3.613 -0.070 3.535  -0.032
C17 -2.814 -0.569 2.523  -0.104
N4 -1.731 0.075 2.086  -0.020
H1 1.302 -3.549 -4.687  0.109
H2 0.790 -4.387 -2.412  0.110
H3 0.858 -2.848 -0.488  0.104
H4 1.804 0.403 -3.127  0.116
H5 1.825 -1.156 -5.025  0.111
H6 3.662 0.468 -1.663  0.114
H7 4.911 2.419 -0.922  0.118
H8 4.083 3.913 0.872  0.111
H9 1.942 3.370 2.024  0.114
H10 -1.820 2.751 4.114  0.125
H11 -3.874 1.563 4.908  0.123
H12 -4.481 -0.627 3.855  0.118
H13 -3.038 -1.510 2.039  0.112
C18 -3.386 -1.299 -0.894  -0.114
O1 -2.071 -0.755 -1.055  -0.183
H14 -3.821 -1.543 -1.863  0.093
H15 -4.041 -0.609 -0.359  0.085
H16 -3.284 -2.220 -0.324  0.082
H17 -2.102 -0.023 -1.678  0.098


Record 3
The following is a quantum chemistry calculation of C18H17N5O2S in the gas phase in a non-equilibrium geometry, from OMol25.

Results
* SMILES: O=C(CSc1nnc2ccccn12)Nc1ccccc1C(=O)NC1CC1
* orbital gap: 8.25 eV
* LUMO energy: 0.0 eV

Each line ends with the Löwdin charge.
Element x y z (Å)
O1 3.539 -0.938 1.422  0.055
C1 2.865 -0.653 0.433  -0.538
C2 3.277 -1.233 -0.888  -0.312
S1 1.760 -1.979 -1.643  0.952
C3 1.082 -3.154 -0.502  -0.596
N1 1.751 -3.765 0.457  0.041
N2 0.882 -4.661 1.148  0.074
C4 -0.305 -4.489 0.562  -0.270
C5 -1.634 -5.143 0.848  -0.005
C6 -2.764 -4.736 0.179  -0.049
C7 -2.541 -3.719 -0.949  -0.046
C8 -1.344 -3.110 -1.180  -0.056
N3 -0.251 -3.510 -0.421  -0.005
N4 1.858 0.274 0.475  0.126
C9 1.232 1.055 1.505  -0.128
C10 1.749 1.148 2.776  -0.007
C11 1.145 1.981 3.776  -0.050
C12 -0.085 2.538 3.474  -0.125
C13 -0.642 2.552 2.184  -0.007
C14 0.020 1.774 1.122  -0.056
C15 -0.560 1.764 -0.197  -0.365
O2 -0.530 0.774 -0.935  0.043
N5 -1.034 3.011 -0.770  0.105
C16 -1.350 3.144 -2.134  -0.321
C17 -0.420 3.733 -3.187  -0.066
C18 -1.635 4.478 -2.718  -0.093
H1 3.900 -2.087 -0.686  0.079
H2 3.722 -0.529 -1.558  0.088
H3 -1.699 -5.777 1.708  0.094
H4 -3.651 -5.271 0.541  0.100
H5 -3.458 -3.346 -1.473  0.107
H6 -1.188 -2.452 -2.000  0.106
H7 1.357 0.329 -0.423  0.089
H8 2.717 0.668 2.893  0.106
H9 1.694 2.023 4.781  0.134
H10 -0.662 3.035 4.225  0.089
H11 -1.670 3.049 2.166  0.133
H12 -1.501 3.593 -0.165  0.090
H13 -1.990 2.281 -2.501  0.160
H14 0.493 3.930 -2.723  0.087
H15 -0.367 3.477 -4.170  0.067
H16 -2.446 4.677 -3.338  0.087
H17 -1.314 5.262 -2.114  0.083


Record 4
The following is a quantum chemistry calculation of a molecular structure, C18H18BF4OV in a non-equilibrium geometry, from OMol25.

Results
* orbital gap (alpha / beta): 8.15 / 8.68 eV
* spin multiplicity: 3
* LUMO energy (alpha / beta): -1.6 / -1.2 eV

Each line ends with the Löwdin charge.
Element x y z (Å)
C1 -1.807 2.361 -1.519  -0.149
C2 -1.599 2.987 -0.217  -0.159
C3 -0.180 2.969 0.046  -0.113
H1 -2.370 3.433 0.380  0.121
C4 0.469 2.340 -1.069  -0.110
C5 -0.521 1.962 -2.025  -0.092
H2 -0.345 1.501 -2.989  0.120
H3 -2.755 2.266 -2.016  0.098
H4 0.304 3.393 0.916  0.110
H5 1.540 2.281 -1.213  0.110
C6 -1.705 -0.614 1.694  -0.135
C7 -2.741 0.300 1.380  -0.170
C8 -3.173 0.016 0.051  -0.189
H6 -3.164 1.091 2.035  0.147
C9 -2.385 -1.053 -0.446  -0.122
C10 -1.489 -1.436 0.569  -0.128
H7 -0.802 -2.315 0.519  0.134
H8 -1.172 -0.679 2.674  0.131
H9 -3.986 0.542 -0.482  0.121
H10 -2.477 -1.511 -1.458  0.144
V1 -1.303 0.900 -0.069  0.953
O1 1.353 -0.393 -0.179  -0.170
C11 1.721 0.033 1.313  0.007
C12 2.868 -0.426 0.345  -0.148
H11 1.824 1.071 1.516  0.087
H12 1.448 -0.673 2.044  0.073
H13 3.174 0.287 -0.402  0.136
H14 5.003 -1.153 -1.021  0.124
C13 4.593 -1.961 -0.383  -0.023
C14 3.378 -1.716 0.319  -0.216
C15 2.837 -2.788 1.086  -0.013
H15 1.876 -2.631 1.583  0.105
C16 3.508 -3.998 1.179  -0.077
H16 3.070 -4.806 1.776  0.111
C17 4.713 -4.209 0.501  -0.069
H17 5.230 -5.160 0.586  0.104
C18 5.242 -3.177 -0.297  -0.079
H18 6.163 -3.360 -0.862  0.110
F1 -4.704 2.060 -2.219  0.029
B1 -5.287 2.881 -1.172  -1.140
F2 -5.309 2.103 0.033  0.056
F3 -4.445 4.015 -0.967  0.073
F4 -6.594 3.265 -1.540  0.096